Record 1
Formula: C6H8NPS2
Source: the OMol25 dataset
Level of theory: ωB97M-V/def2-TZVPD

Relative energy (zero: lowest compared OMol25 entry of this formula, charge and spin)   2.579 eV
Energy   -38798.5917 eV
Orbital gap (alpha / beta)   0.25219 / 0.25253 hartree
HOMO energy (alpha / beta)   -0.29608 / -0.29628 Eh

Element x y z (Å)
C1 -0.6616 0.0697 -2.6456
C2 0.5722 -0.4053 -2.2069
C3 -1.6298 0.4314 -1.7417
C4 0.7554 -0.5889 -0.8080
C5 -1.4983 0.2265 -0.3448
C6 -0.2009 -0.1489 0.1018
N1 2.0257 0.3341 1.7800
P1 0.3464 -0.0816 1.8533
S1 -0.5330 -2.3920 3.2472
S2 -0.4934 1.5578 2.5519
H1 -0.8424 0.2167 -3.7453
H2 1.3617 -0.5915 -2.9720
H3 -2.7087 0.8064 -2.1472
H4 1.7602 -0.8804 -0.5653
H5 -2.3352 0.4084 0.2685
H6 2.3195 0.3144 2.6945
H7 2.5515 -0.1167 1.0735
H8 -0.7893 0.8400 3.6060

Forces on atoms 1 to 6 (eV/Å):
C 0.69 0.42 -1.52
C -0.34 -0.34 0.37
C -3.77 0.08 0.56
C 0.24 1.23 -2.27
C 2.21 0.19 -2.10
C -0.16 -0.44 0.30

***

Record 2
Formula: C14H28NO2S
Source: the OMol25 dataset
Level of theory: ωB97M-V/def2-TZVPD

Energy   -31391.9852 eV
Charge   -1
Orbital gap   0.19233 hartree
HOMO energy   -0.10638 Eh

Element x y z (Å)
C1 1.8028 0.8987 2.6846
C2 0.3039 1.1305 2.5819
C3 -0.5316 -0.0680 3.0566
C4 -1.7711 -0.3930 2.2083
C5 -1.4693 -1.2667 0.9843
C6 -0.8043 -0.5143 -0.1768
C7 -0.9826 -1.1721 -1.5574
C8 -1.3585 -0.2086 -2.7039
C9 -0.5744 1.1070 -2.7699
C10 0.9476 0.9318 -2.7757
C11 1.7579 2.1855 -3.0686
S1 2.3781 2.9392 -1.6969
C12 0.9926 3.7828 -0.9346
O1 3.3227 3.9907 -2.0564
O2 2.8128 2.0546 -0.5986
H1 2.1073 0.0806 2.0283
H2 2.3728 1.7726 2.3757
H3 2.0899 0.6264 3.7089
H4 0.0265 2.0174 3.1629
H5 0.0682 1.3542 1.5410
H6 -0.8484 0.0927 4.0926
H7 0.1175 -0.9545 3.0695
H8 -2.5272 -0.8845 2.8279
H9 -2.2175 0.5486 1.8613
H10 -0.8016 -2.0744 1.3157
H11 -2.3848 -1.7539 0.6275
H12 0.2642 -0.4246 0.0332
H13 -1.1830 0.5113 -0.1918
H14 -1.7586 -1.9393 -1.4780
H15 -0.0728 -1.7126 -1.8274
H16 -1.2131 -0.7335 -3.6562
H17 -2.4312 0.0081 -2.6331
H18 -0.8438 1.6598 -3.6750
H19 -0.8815 1.7518 -1.9403
H20 1.1648 0.1941 -3.5615
H21 1.2622 0.4599 -1.8341
H22 2.6586 1.9669 -3.6524
H23 0.5897 4.4993 -1.6450
H24 0.2353 3.0631 -0.6353
H25 1.3965 4.2828 -0.0529
C13 -0.5713 -5.0620 1.6340
C14 -0.8529 -4.7933 0.2284
N1 -1.0924 -4.5737 -0.8734
H26 -1.2664 -5.8072 2.0169
H27 0.4465 -5.4312 1.7467
H28 -0.6802 -4.1432 2.2089

Forces on atoms 1 to 6 (eV/Å):
C 0.10 -0.14 0.20
C -0.09 0.11 -0.08
C -0.03 -0.17 0.04
C 0.10 0.16 -0.13
C 0.08 0.00 0.01
C 0.12 -0.06 0.01

***

Record 3
Formula: C5HO3
Source: the OMol25 dataset
Level of theory: ωB97M-V/def2-TZVPD

2S+1   3
Energy   -11337.2841 eV
Charge   -1
Orbital gap (alpha / beta)   0.16439 / 0.25066 hartree
HOMO energy (alpha / beta)   -0.01934 / -0.16910 Eh

Element x y z (Å)
C1 1.0504 -2.5996 -0.3429
C2 -0.6079 1.5072 0.5104
C3 0.6774 -1.4453 -0.4768
C4 -0.3289 2.7260 0.5072
C5 -0.5993 0.2333 0.0036
O1 0.3416 -0.2254 -0.8139
O2 -1.5243 -0.5900 0.1238
O3 -0.2859 3.9476 0.6088
H1 1.2768 -3.5540 -0.1202

Forces on atoms 1 to 6 (eV/Å):
C -1.16 4.35 -0.56
C 0.36 -1.99 -0.61
C 0.90 -1.70 -0.79
C -0.27 3.79 0.44
C -2.28 1.31 2.10
O 4.46 -1.26 -2.12

***

Maximum force: 3.913; 0.482; 5.095 (eV/Å)